(1)
{"formula": "C5H11NO", "method": "ωB97M-V/def2-TZVPD", "species": ["C", "C", "C", "C", "N", "C", "O", "H", "H", "H", "H", "H", "H", "H", "H", "H", "H", "H"], "coordinates": [[1.533, 0.986, -0.003], [0.395, 0.155, -0.593], [-0.853, 1.109, -0.846], [0.061, -1.111, 0.218], [0.259, -1.067, 1.669], [-1.421, -1.445, -0.058], [-2.333, -1.225, 0.743], [2.415, 0.367, 0.193], [1.219, 1.465, 0.932], [1.838, 1.779, -0.694], [0.702, -0.166, -1.597], [-1.725, 0.675, -1.344], [-1.158, 1.574, 0.094], [-0.547, 1.905, -1.534], [0.657, -1.945, -0.168], [1.104, -0.567, 1.925], [-0.530, -0.584, 2.103], [-1.615, -1.907, -1.038]], "nbo_charge": [-0.61, -0.22, -0.62, -0.16, -0.83, 0.45, -0.53, 0.21, 0.21, 0.22, 0.20, 0.21, 0.21, 0.21, 0.20, 0.36, 0.37, 0.12], "homo_lumo_gap_ev": 10.4, "e_tot_ev": -8900.442, "total_charge": 0, "e_above_lowest_kcal_mol": 28.9, "homo_ev": -9.4735}


(2)
{"formula": "C23H17CoF14N3O5SeTe", "method": "ωB97M-V/def2-TZVPD", "species": ["Co", "C", "C", "N", "O", "H", "H", "H", "H", "H", "F", "Te", "F", "F", "F", "F", "O", "O", "C", "O", "H", "C", "C", "C", "C", "C", "C", "C", "C", "C", "C", "H", "H", "H", "H", "H", "H", "H", "Se", "N", "C", "C", "C", "C", "C", "C", "N", "H", "H", "H", "H", "F", "C", "F", "F", "C", "O", "C", "F", "F", "F", "C", "F", "F", "F"], "coordinates": [[0.126, 0.568, 0.288], [0.528, 0.880, 4.449], [0.734, 1.249, 3.007], [1.760, 2.035, 2.705], [-0.094, 0.826, 2.172], [0.502, 1.773, 5.074], [1.365, 0.244, 4.746], [-0.405, 0.329, 4.544], [2.582, 1.953, 3.283], [1.912, 2.165, 1.705], [5.086, -1.405, 1.936], [3.467, -0.542, 1.214], [4.236, 1.141, 1.848], [4.566, -0.117, -0.301], [3.166, -2.242, 0.182], [2.817, -0.559, 3.245], [2.025, 0.460, 0.405], [-0.490, 4.013, -1.125], [0.287, 3.733, -0.207], [0.587, 2.601, 0.291], [0.789, 4.579, 0.320], [-1.566, -4.242, -2.311], [-1.710, -2.861, -2.556], [-1.224, -1.950, -1.662], [-0.559, -2.320, -0.466], [-0.037, -1.375, 0.481], [0.446, -1.894, 1.657], [0.522, -3.277, 1.921], [0.093, -4.183, 1.003], [-0.470, -3.721, -0.207], [-0.967, -4.651, -1.157], [-1.941, -4.969, -3.025], [-2.216, -2.516, -3.451], [-1.377, -0.907, -1.842], [0.839, -1.247, 2.420], [0.965, -3.602, 2.856], [0.171, -5.252, 1.176], [-0.864, -5.709, -0.934], [-1.341, 1.556, -2.439], [0.163, 0.868, -1.777], [1.125, 1.109, -2.671], [2.495, 0.722, -2.559], [3.342, 1.015, -3.577], [2.908, 1.688, -4.762], [1.613, 2.053, -4.920], [0.684, 1.764, -3.876], [-0.609, 2.041, -3.948], [2.829, 0.224, -1.673], [4.382, 0.724, -3.483], [3.631, 1.901, -5.543], [1.252, 2.556, -5.809], [-2.310, -0.726, 2.433], [-3.303, -0.393, 1.623], [-4.394, -0.168, 2.406], [-3.585, -1.457, 0.856], [-2.965, 0.855, 0.735], [-1.822, 0.734, 0.024], [-4.134, 1.007, -0.313], [-5.378, 0.875, 0.191], [-4.071, 2.219, -0.898], [-4.024, 0.093, -1.285], [-3.013, 2.132, 1.674], [-4.276, 2.619, 1.817], [-2.270, 3.106, 1.169], [-2.581, 1.877, 2.922]], "nbo_charge": [1.25, -0.72, 0.75, -0.80, -0.64, 0.21, 0.27, 0.23, 0.42, 0.47, -0.68, 2.97, -0.69, -0.67, -0.69, -0.75, -1.14, -0.74, 0.67, -0.81, 0.04, -0.24, -0.24, -0.18, -0.02, -0.11, -0.22, -0.21, -0.21, -0.09, -0.19, 0.19, 0.20, 0.21, 0.22, 0.20, 0.19, 0.19, 1.19, -0.67, 0.11, -0.13, -0.24, -0.22, -0.22, 0.08, -0.66, 0.27, 0.21, 0.19, 0.21, -0.30, 0.96, -0.34, -0.32, 0.05, -0.81, 0.97, -0.33, -0.33, -0.32, 0.96, -0.34, -0.29, -0.32], "homo_lumo_gap_ev": [6.4, 7.1], "s_squared": 0.82, "spin_multiplicity": 2, "e_tot_ev": -187150.956, "total_charge": -2, "e_above_lowest_kcal_mol": 1.6, "homo_ev": [-2.2277, -2.8894]}


(3)
{"formula": "C33H43BGeKN7O2S4Se", "method": "ωB97M-V/def2-TZVPD", "species": ["K", "N", "C", "S", "N", "N", "C", "C", "C", "C", "C", "C", "C", "O", "H", "H", "H", "H", "H", "H", "H", "C", "N", "C", "C", "N", "B", "N", "C", "C", "N", "C", "C", "S", "C", "S", "H", "H", "H", "H", "H", "H", "H", "H", "H", "H", "H", "H", "C", "Ge", "C", "C", "C", "Se", "C", "H", "H", "H", "H", "H", "H", "H", "H", "H", "H", "H", "H", "H", "H", "O", "S", "C", "C", "C", "C", "C", "C", "C", "C", "C", "C", "C", "C", "H", "H", "H", "H", "H", "H", "H", "H", "H", "H"], "coordinates": [[0.600, 0.812, -0.079], [4.747, -0.247, -2.519], [3.358, -0.153, -2.327], [2.658, 1.405, -2.613], [2.810, -1.276, -1.981], [1.450, -1.230, -1.678], [0.856, -2.322, -1.969], [-0.532, -2.674, -1.668], [-1.081, -3.728, -2.399], [-2.364, -4.205, -2.189], [-3.131, -3.601, -1.189], [-2.619, -2.572, -0.433], [-1.292, -2.065, -0.611], [-0.836, -1.164, 0.161], [5.079, 0.464, -3.151], [5.042, -1.184, -2.756], [1.437, -3.098, -2.486], [-0.460, -4.187, -3.164], [-2.762, -5.017, -2.785], [-4.146, -3.944, -1.006], [-3.212, -2.107, 0.347], [0.387, 4.100, -3.135], [0.777, 4.536, -1.816], [2.018, 5.051, -1.513], [1.984, 5.377, -0.207], [0.743, 5.057, 0.302], [0.395, 5.324, 1.808], [1.286, 4.381, 2.699], [2.581, 4.714, 3.027], [3.132, 3.700, 3.724], [2.158, 2.731, 3.836], [2.330, 1.463, 4.498], [1.015, 3.153, 3.207], [-0.432, 2.285, 3.169], [-0.008, 4.538, -0.696], [-1.604, 3.966, -0.644], [0.741, 4.830, -3.866], [-0.699, 4.040, -3.161], [0.801, 3.115, -3.357], [2.809, 5.084, -2.239], [2.754, 5.797, 0.413], [-0.769, 5.162, 2.020], [0.789, 6.454, 2.058], [2.998, 5.663, 2.743], [4.115, 3.572, 4.140], [2.762, 1.612, 5.490], [2.966, 0.802, 3.909], [1.346, 1.007, 4.591], [-4.501, 0.668, -1.100], [-4.415, 0.616, -3.047], [-4.240, -1.238, -3.650], [-6.082, 1.352, -3.816], [-2.905, 1.723, -3.605], [-1.231, 1.006, -2.909], [-0.804, -0.214, -4.359], [-5.271, -0.005, -0.720], [-4.705, 1.680, -0.749], [-3.536, 0.358, -0.698], [-5.085, -1.824, -3.283], [-3.334, -1.681, -3.240], [-4.217, -1.306, -4.739], [-6.947, 0.778, -3.480], [-6.051, 1.315, -4.906], [-6.218, 2.389, -3.510], [-2.999, 2.701, -3.127], [-2.817, 1.870, -4.683], [-1.460, -1.081, -4.371], [0.219, -0.531, -4.162], [-0.844, 0.314, -5.312], [1.584, -0.455, 1.835], [0.569, -1.363, 2.443], [1.314, -1.852, 4.034], [0.506, -1.913, 5.154], [1.063, -2.235, 6.387], [2.422, -2.481, 6.488], [3.231, -2.403, 5.357], [2.677, -2.087, 4.130], [0.806, -2.973, 1.684], [1.927, -3.203, 0.909], [2.092, -4.448, 0.321], [1.134, -5.437, 0.494], [-0.003, -5.180, 1.250], [-0.171, -3.942, 1.847], [-0.549, -1.686, 5.063], [0.436, -2.277, 7.269], [2.859, -2.723, 7.449], [4.296, -2.585, 5.438], [3.292, -2.002, 3.242], [2.625, -2.397, 0.722], [2.954, -4.622, -0.311], [1.252, -6.398, 0.008], [-0.776, -5.931, 1.343], [-1.074, -3.712, 2.400]], "lowdin_charge": [0.49, -0.01, -0.96, 0.44, -0.05, -0.05, -0.16, -0.16, -0.09, -0.15, -0.15, -0.05, -0.43, -0.26, 0.03, 0.05, 0.11, 0.10, 0.07, 0.09, 0.10, -0.10, -0.13, -0.08, -0.09, 0.00, -0.47, -0.01, -0.10, -0.08, -0.13, -0.06, -0.75, 0.57, -0.76, 0.53, 0.08, 0.03, -0.01, 0.11, 0.10, 0.04, 0.06, 0.10, 0.10, 0.09, 0.08, 0.03, -0.21, 0.73, -0.22, -0.24, -0.60, 0.85, -0.39, 0.01, 0.02, 0.01, 0.02, -0.01, 0.02, 0.00, 0.00, 0.01, -0.02, 0.01, 0.00, 0.00, 0.02, -0.60, 0.99, -0.35, -0.08, -0.09, -0.10, -0.08, -0.08, -0.37, -0.08, -0.08, -0.10, -0.08, -0.08, 0.11, 0.10, 0.09, 0.10, 0.12, 0.11, 0.10, 0.09, 0.10, 0.12], "homo_lumo_gap_ev": 5.6, "e_tot_ev": -231654.003, "total_charge": -2, "e_above_lowest_kcal_mol": 5.2, "homo_ev": -1.7288}


(4)
{"formula": "C51H53AsN5OPdS", "method": "ωB97M-V/def2-TZVPD", "species": ["Pd", "O", "N", "C", "C", "C", "C", "C", "S", "H", "H", "H", "H", "C", "C", "C", "C", "C", "C", "C", "N", "C", "N", "C", "C", "C", "C", "C", "C", "C", "N", "C", "C", "C", "C", "C", "C", "C", "H", "H", "H", "H", "H", "H", "H", "H", "H", "H", "H", "H", "H", "H", "H", "H", "H", "H", "H", "H", "H", "H", "C", "C", "C", "C", "C", "C", "As", "N", "C", "C", "C", "C", "C", "C", "C", "C", "C", "C", "C", "C", "C", "C", "C", "C", "C", "C", "H", "H", "H", "H", "H", "H", "H", "H", "H", "H", "H", "H", "H", "H", "H", "H", "H", "H", "H", "H", "H", "H", "H", "H", "H", "H", "H"], "coordinates": [[0.766, 0.592, 0.257], [-1.472, 0.502, 2.035], [-1.493, 0.274, 3.345], [-2.610, -0.285, 3.866], [-2.701, -0.581, 5.195], [-1.602, -0.283, 6.016], [-0.479, 0.278, 5.472], [-0.374, 0.568, 4.091], [1.022, 1.150, 3.334], [-3.398, -0.460, 3.148], [-3.606, -1.025, 5.581], [-1.640, -0.499, 7.076], [0.386, 0.509, 6.077], [2.474, 6.069, -0.096], [1.047, 5.585, -0.096], [0.021, 6.369, -0.618], [-1.303, 5.961, -0.550], [-1.631, 4.755, 0.052], [-0.625, 3.952, 0.567], [0.699, 4.360, 0.474], [1.721, 3.502, 0.998], [2.291, 2.535, 0.234], [2.467, 2.764, -1.094], [2.339, 1.631, -1.954], [1.573, 0.542, -1.532], [1.493, -0.564, -2.362], [2.123, -0.563, -3.599], [2.857, 0.537, -4.010], [2.989, 1.647, -3.184], [3.822, 2.833, -3.586], [2.657, 1.402, 0.826], [3.806, 0.678, 0.446], [3.716, -0.710, 0.328], [4.827, -1.475, 0.023], [6.061, -0.864, -0.147], [6.160, 0.508, 0.017], [5.057, 1.300, 0.322], [5.236, 2.774, 0.570], [2.534, 7.075, -0.510], [3.141, 5.429, -0.677], [2.872, 6.086, 0.919], [0.267, 7.323, -1.069], [-2.080, 6.591, -0.961], [-2.661, 4.431, 0.111], [-0.853, 2.998, 1.034], [1.553, 3.159, 1.942], [2.107, 3.638, -1.451], [0.936, -1.429, -2.037], [2.040, -1.430, -4.243], [3.352, 0.533, -4.973], [4.326, 2.644, -4.533], [4.579, 3.051, -2.830], [3.215, 3.734, -3.711], [2.751, -1.185, 0.465], [4.722, -2.548, -0.081], [6.940, -1.448, -0.386], [7.128, 0.988, -0.079], [6.289, 3.003, 0.733], [4.680, 3.092, 1.455], [4.888, 3.381, -0.269], [-7.448, -3.253, 0.421], [-6.012, -2.812, 0.496], [-4.992, -3.718, 0.750], [-3.659, -3.333, 0.818], [-2.659, -4.396, 1.202], [-3.328, -1.984, 0.577], [-1.469, -1.397, 0.680], [-0.962, -0.216, -0.543], [-1.692, 0.348, -1.584], [-1.417, 1.662, -1.989], [-2.103, 2.256, -3.033], [-3.095, 1.565, -3.718], [-3.377, 0.263, -3.334], [-2.688, -0.340, -2.292], [-0.162, -2.842, 0.343], [0.759, -3.102, 1.361], [0.674, -2.443, 2.710], [1.797, -3.998, 1.113], [1.935, -4.633, -0.110], [3.088, -5.557, -0.385], [0.980, -4.387, -1.091], [-0.071, -3.503, -0.889], [-1.072, -3.301, -1.991], [-4.355, -1.032, 0.421], [-4.147, 0.461, 0.355], [-5.672, -1.476, 0.363], [-7.534, -4.336, 0.500], [-7.900, -2.944, -0.523], [-8.036, -2.807, 1.224], [-5.240, -4.760, 0.920], [-3.187, -5.253, 1.619], [-1.957, -4.040, 1.956], [-2.070, -4.744, 0.354], [-0.656, 2.218, -1.456], [-1.862, 3.276, -3.307], [-3.632, 2.029, -4.534], [-4.145, -0.301, -3.850], [-2.949, -1.349, -2.010], [0.823, -1.363, 2.642], [1.445, -2.828, 3.378], [-0.298, -2.614, 3.186], [2.522, -4.187, 1.897], [3.664, -5.751, 0.519], [3.761, -5.122, -1.127], [2.742, -6.513, -0.781], [1.057, -4.896, -2.047], [-0.913, -4.025, -2.790], [-0.998, -2.301, -2.418], [-2.095, -3.422, -1.625], [-3.131, 0.766, 0.584], [-4.808, 0.943, 1.079], [-4.405, 0.845, -0.633], [-6.456, -0.738, 0.224]], "lowdin_charge": [0.89, -0.33, -0.21, -0.04, -0.06, -0.07, -0.09, -0.71, 0.67, 0.12, 0.10, 0.11, 0.10, -0.03, -0.22, -0.04, -0.08, -0.07, -0.02, -0.21, 0.14, -0.46, 0.16, -0.21, -0.17, -0.09, -0.07, -0.05, -0.21, -0.04, -0.03, -0.24, -0.03, -0.08, -0.10, -0.06, -0.21, -0.04, 0.08, 0.06, 0.09, 0.11, 0.10, 0.11, 0.10, 0.06, 0.13, 0.07, 0.10, 0.11, 0.08, 0.07, 0.08, 0.08, 0.09, 0.10, 0.11, 0.08, 0.08, 0.06, -0.05, -0.26, -0.02, -0.27, -0.04, -0.25, 1.41, -0.29, -0.38, -0.05, -0.09, -0.11, -0.09, -0.08, -0.27, -0.30, -0.07, -0.01, -0.26, -0.05, -0.01, -0.30, -0.05, -0.27, -0.06, -0.01, 0.07, 0.08, 0.08, 0.12, 0.08, 0.07, 0.08, 0.07, 0.10, 0.09, 0.10, 0.08, 0.00, 0.09, 0.07, 0.12, 0.08, 0.08, 0.08, 0.12, 0.09, 0.06, 0.07, 0.04, 0.09, 0.09, 0.13], "homo_lumo_gap_ev": [7.4, 6.0], "s_squared": 0.76, "spin_multiplicity": 2, "e_tot_ev": -138397.618, "total_charge": 0, "homo_ev": [-6.7588, -7.0907]}


(5)
{"formula": "C18H28IrN", "method": "ωB97M-V/def2-TZVPD", "species": ["C", "H", "H", "H", "C", "H", "H", "C", "H", "H", "H", "C", "C", "C", "C", "C", "C", "C", "C", "C", "C", "Ir", "H", "H", "H", "H", "H", "H", "H", "H", "H", "H", "H", "H", "H", "H", "H", "C", "C", "C", "N", "C", "C", "H", "H", "H", "H", "H"], "coordinates": [[1.941, 3.752, 1.211], [1.513, 4.582, 1.790], [2.688, 4.191, 0.538], [2.476, 3.155, 1.920], [0.863, 3.031, 0.407], [1.237, 2.051, 0.084], [-0.010, 2.831, 1.037], [0.430, 3.848, -0.814], [-0.659, 3.833, -0.927], [0.737, 4.896, -0.739], [0.872, 3.426, -1.724], [-0.634, -2.450, -1.034], [-1.045, -1.322, -1.834], [0.132, -0.553, -2.165], [1.267, -1.199, -1.557], [0.792, -2.361, -0.845], [1.599, -3.319, -0.047], [2.696, -0.808, -1.709], [0.167, 0.646, -3.042], [-2.446, -1.040, -2.225], [-1.527, -3.508, -0.498], [-0.136, -0.624, -0.055], [3.252, -1.047, -0.798], [3.169, -1.350, -2.538], [2.781, 0.263, -1.910], [2.621, -2.954, 0.068], [1.161, -3.444, 0.948], [1.621, -4.304, -0.523], [-2.484, -3.075, -0.204], [-1.726, -4.297, -1.231], [-1.077, -3.968, 0.382], [-2.495, -0.128, -2.819], [-2.863, -1.874, -2.799], [-3.066, -0.912, -1.332], [0.925, 1.361, -2.702], [0.405, 0.364, -4.076], [-0.808, 1.139, -3.042], [-1.856, 0.164, 4.230], [-2.342, 0.882, 3.140], [-1.713, 0.775, 1.902], [-0.665, -0.077, 1.738], [-0.080, -0.656, 2.823], [-0.695, -0.590, 4.068], [-2.371, 0.193, 5.188], [-3.215, 1.526, 3.207], [-2.035, 1.307, 0.999], [0.847, -1.207, 2.621], [-0.243, -1.147, 4.887]], "nbo_charge": [-0.61, 0.23, 0.22, 0.21, -0.39, 0.16, 0.18, -0.62, 0.21, 0.24, 0.20, -0.09, -0.06, -0.06, -0.09, 0.00, -0.67, -0.65, -0.65, -0.65, -0.66, 1.34, 0.25, 0.27, 0.25, 0.25, 0.24, 0.28, 0.25, 0.28, 0.25, 0.25, 0.28, 0.24, 0.25, 0.27, 0.25, -0.08, -0.20, 0.05, -0.53, 0.05, -0.21, 0.27, 0.27, 0.24, 0.23, 0.27], "homo_lumo_gap_ev": [8.0, 6.3], "s_squared": 6.01, "spin_multiplicity": 5, "e_tot_ev": -23429.089, "total_charge": 2, "homo_ev": [-14.7778, -16.6840]}


(6)
{"formula": "C5H6ClNO", "method": "ωB97M-V/def2-TZVPD", "species": ["N", "C", "C", "C", "C", "Cl", "C", "O", "H", "H", "H", "H", "H", "H"], "coordinates": [[2.866, -1.949, 0.128], [1.879, -1.354, -0.141], [1.036, -0.143, -0.035], [-0.247, -0.511, 0.443], [-1.499, 0.427, 0.513], [-2.615, -0.542, -0.289], [1.492, 1.364, -0.529], [0.897, 2.393, 0.131], [-0.256, -1.720, 0.566], [-1.202, 1.363, -0.008], [-1.770, 0.516, 1.630], [0.917, 1.354, -1.383], [2.555, 1.427, -0.616], [1.012, 2.074, 1.286]], "nbo_charge": [-0.29, 0.23, -0.18, -0.14, -0.49, 0.02, -0.06, -0.67, 0.25, 0.26, 0.24, 0.19, 0.19, 0.46], "homo_lumo_gap_ev": 10.0, "e_tot_ev": -21338.106, "total_charge": 0, "e_above_lowest_kcal_mol": 100.9, "homo_ev": -9.8126}